Record 1
Here is a single C20H27N3O2 molecule from the Open Molecules 2025 dataset. Energies are from ωB97M-V with the def2-TZVPD basis set.

Geometry (Å):
O: 1.808 -1.931 -0.865
O: -2.870 -0.762 -1.907
N: 1.687 -1.037 1.205
N: 0.005 -2.501 0.473
N: -1.311 0.047 -0.506
C: 4.851 0.581 0.161
C: -2.040 2.301 -1.210
C: 1.142 -1.817 0.316
C: 3.819 0.295 1.037
C: 4.908 0.028 -1.113
C: -2.081 -1.795 1.575
C: -0.132 3.242 0.839
C: -0.595 -3.233 -0.622
C: 2.833 -0.573 0.596
C: -1.484 2.702 1.304
C: 2.906 -1.126 -0.696
C: 0.785 2.153 0.282
C: -2.115 -3.271 -0.452
C: -2.611 -1.946 0.144
C: -0.993 1.182 -1.351
C: 3.930 -0.842 -1.571
C: -0.705 -2.468 1.728
C: -2.549 2.569 0.208
C: 0.439 1.669 -1.125
C: -2.274 -0.824 -0.848
H: 5.636 1.254 0.474
H: 3.774 0.725 2.024
H: -2.408 -4.091 0.206
H: -2.777 -2.277 2.263
H: -3.706 -1.974 0.166
H: -0.273 4.033 0.101
H: 0.619 2.481 -1.833
H: -1.616 3.211 -1.635
H: 0.371 3.688 1.700
H: 1.808 2.537 0.245
H: -3.130 3.493 0.163
H: -0.189 -4.253 -0.665
H: -0.833 -3.500 2.074
H: 3.965 -1.275 -2.557
H: 5.732 0.280 -1.764
H: -2.580 -3.430 -1.424
H: -2.038 -0.743 1.858
H: 0.797 1.312 0.979
H: -0.077 -1.938 2.445
H: -1.883 3.361 2.078
H: -3.242 1.773 0.491
H: 1.129 0.861 -1.384
H: -0.333 -2.726 -1.554
H: -0.818 -0.026 0.367
H: -1.315 1.733 1.781
H: -2.905 2.028 -1.816
H: -1.059 0.818 -2.386

Computed properties:
* highest occupied orbital energy: -7.92 eV
* SMILES string: O=C(NC1CCCCCC1)C1CCN(c2nc3ccccc3o2)CC1
* gap between HOMO and LUMO: 8.682 eV
* ΔE to the lowest compared entry with this formula, charge and spin: 5.2 kcal/mol


Record 2
Here is 2 unconnected molecules or ions with the total composition C4H7NO5 from the Open Molecules 2025 dataset. Energies are from ωB97M-V with the def2-TZVPD basis set.

Geometry (Å):
O: -1.338 -0.881 1.271
O: 2.239 -1.334 -0.986
O: -0.202 -0.017 -1.711
O: 2.641 0.475 0.209
O: 0.439 1.596 -0.386
N: 1.900 -0.223 -0.612
C: -2.277 -1.279 1.934
C: 0.528 1.920 1.014
C: 0.647 0.376 -0.803
C: -0.204 -1.065 -2.476
H: 0.648 -1.763 -2.524
H: -0.386 1.518 1.388
H: -1.063 -1.127 -3.170
H: 1.478 1.676 1.399
H: 0.460 2.990 1.002
H: -3.270 -1.346 1.420
H: -2.238 -1.517 3.030

Computed properties:
* highest occupied orbital energy (alpha / beta): -8.20 / -8.12 eV
* gap between HOMO and LUMO (alpha / beta): 7.405 / 8.019 eV
* ΔE to the lowest compared entry with this formula, charge and spin: 207.6 kcal/mol


Record 3
Here is a single C17H27NO4 molecule from the Open Molecules 2025 dataset. Energies are from ωB97M-V with the def2-TZVPD basis set.

Geometry (Å):
O: -4.134 -0.692 -0.438
O: -1.093 -0.764 0.840
O: -0.685 -0.520 -1.350
O: -4.248 0.970 1.069
N: 2.683 0.720 0.000
C: 4.058 0.487 -0.401
C: 2.880 -0.903 1.826
C: 2.216 2.037 -0.415
C: -0.399 2.191 -0.023
C: -3.687 0.407 0.169
C: 4.308 -1.226 1.400
C: -2.369 0.839 -0.453
C: -5.321 -1.291 0.090
C: -1.322 -0.250 -0.222
C: -2.531 3.371 -0.418
C: -1.839 2.146 0.176
C: -5.002 -2.175 1.286
C: 0.450 -1.393 -1.267
C: 2.522 0.525 1.433
C: 0.804 -1.854 -2.668
C: 0.782 2.152 -0.222
C: 4.456 -0.952 -0.092
H: 0.196 -2.238 -0.617
H: -2.149 4.277 0.049
H: 2.767 -1.016 2.905
H: 4.751 1.179 0.115
H: 3.805 -1.627 -0.651
H: 2.726 2.849 0.140
H: -4.274 -2.933 1.007
H: 1.477 0.724 1.684
H: 1.032 -0.995 -3.293
H: 5.486 -1.120 -0.415
H: 2.439 2.159 -1.481
H: -4.588 -1.574 2.091
H: -5.909 -2.660 1.635
H: -5.736 -1.872 -0.736
H: 2.186 -1.589 1.338
H: 1.273 -0.823 -0.816
H: 5.008 -0.597 1.957
H: -3.601 3.311 -0.240
H: -2.043 2.103 1.253
H: -0.026 -2.397 -3.113
H: 4.139 0.669 -1.477
H: 1.672 -2.506 -2.629
H: -2.348 3.432 -1.489
H: -2.496 0.950 -1.533
H: 4.545 -2.268 1.620
H: -6.020 -0.498 0.377
H: 3.156 1.234 1.999

Computed properties:
* highest occupied orbital energy: -8.81 eV
* SMILES string: CCOC(=O)C(C(=O)OCC)[C@H](C)C#CCN1CCCCC1
* gap between HOMO and LUMO: 9.669 eV
* ΔE to the lowest compared entry with this formula, charge and spin: 41.6 kcal/mol


Record 4
Here is a molecular structure, C27H24F10N5O3OsS from the Open Molecules 2025 dataset. Energies are from ωB97M-V with the def2-TZVPD basis set.

Geometry (Å):
Os: -0.890 -0.590 0.238
S: -0.224 -0.493 -1.936
F: 5.693 1.204 0.739
F: 4.821 -0.932 -0.697
F: 4.060 2.348 2.582
F: 0.186 3.375 1.177
F: 0.661 5.464 -0.448
F: 2.370 -1.936 -0.287
F: 1.571 1.378 2.978
F: -0.390 5.519 -2.954
F: -2.623 1.483 -2.113
F: -2.022 3.499 -3.772
O: 2.147 2.106 -1.298
O: -0.771 -2.647 -0.064
O: 3.095 1.404 -3.189
N: -1.998 -0.790 2.134
N: -0.218 -3.052 -1.218
N: -1.516 1.276 0.440
N: 0.571 -0.755 1.535
N: 4.088 3.698 -0.587
C: 4.600 3.983 -2.915
C: -0.420 3.411 -0.022
C: -1.244 2.352 -0.401
C: -2.065 1.616 1.751
C: 0.824 -4.021 -3.548
C: 0.032 -4.375 -1.333
C: -2.858 0.416 2.223
C: 2.361 0.789 2.070
C: 4.072 5.142 -0.910
C: 0.571 -2.684 -3.405
C: 3.792 5.175 -2.407
C: 4.463 0.712 0.941
C: -0.670 4.503 -2.134
C: 0.249 -1.431 2.779
C: -0.145 4.476 -0.856
C: -2.825 -2.007 2.124
C: -1.780 2.427 -1.687
C: 4.013 -0.364 0.201
C: 3.141 2.066 -2.187
C: 4.350 2.936 -1.822
C: 0.552 -4.890 -2.484
C: -1.049 -0.838 3.281
C: -1.487 3.468 -2.550
C: 3.632 1.292 1.884
C: 2.738 -0.858 0.410
C: 1.863 -0.293 1.338
C: 0.045 -2.174 -2.208
H: -1.493 -1.410 4.101
H: -3.464 -1.998 1.244
H: -3.232 0.536 3.246
H: 0.788 -1.973 -4.190
H: 0.130 -2.509 2.603
H: 3.315 5.657 -0.322
H: 0.746 -5.950 -2.548
H: 4.301 3.619 -3.896
H: 4.768 3.489 0.129
H: 5.662 4.235 -2.947
H: 5.194 2.253 -1.708
H: -3.442 -2.064 3.028
H: 2.472 2.715 -0.591
H: -2.719 2.491 1.696
H: 1.043 -1.303 3.519
H: -2.177 -2.880 2.068
H: 4.078 6.121 -2.865
H: 5.044 5.600 -0.701
H: 2.726 5.020 -2.596
H: -1.269 1.852 2.467
H: -0.218 -4.948 -0.453
H: -3.704 0.263 1.552
H: 1.241 -4.401 -4.471
H: -0.865 0.178 3.624

Computed properties:
* highest occupied orbital energy (alpha / beta): -6.49 / -7.36 eV
* multiplicity: 2
* ⟨S²⟩: 0.754
* gap between HOMO and LUMO (alpha / beta): 6.767 / 7.641 eV
* ΔE to the lowest compared entry with this formula, charge and spin: 3.1 kcal/mol


Record 5
Here is a gas-phase ion, C4H9N2 (charge +1) from the Open Molecules 2025 dataset. Energies are from ωB97M-V with the def2-TZVPD basis set.

Geometry (Å):
N: 0.121 0.913 0.782
N: 0.843 -1.540 1.450
C: -0.063 -0.088 -0.286
C: 0.227 0.568 -1.584
C: 0.479 -1.511 0.232
C: -1.287 0.500 0.493
H: 0.782 -0.004 -2.250
H: -2.110 1.203 0.102
H: 0.275 1.872 0.511
H: 0.632 0.605 1.540
H: -0.705 0.887 -2.024
H: 1.266 -2.483 1.790
H: 0.397 -2.247 -0.537
H: -1.758 -0.089 1.231
H: 0.902 1.415 -1.450

Computed properties:
* highest occupied orbital energy (alpha / beta): -10.61 / -15.89 eV
* multiplicity: 3
* charge: +1
* ⟨S²⟩: 2.006
* gap between HOMO and LUMO (alpha / beta): 7.628 / 8.049 eV
* ΔE to the lowest compared entry with this formula, charge and spin: 63.8 kcal/mol


Record 6
Here is 7 unconnected molecules or ions with the total composition C5H22NO7 from the Open Molecules 2025 dataset. Energies are from ωB97M-V with the def2-TZVPD basis set.

Geometry (Å):
O: 3.373 0.745 0.686
O: -1.292 1.966 -0.171
O: -2.565 2.196 -2.573
O: 1.516 1.580 2.820
O: 1.964 1.065 -2.081
O: -0.894 -0.036 -2.288
O: -3.314 -1.944 -2.319
N: 0.428 0.131 0.638
C: 0.955 -2.115 1.508
C: 0.841 -1.269 0.215
C: -0.157 0.084 2.038
C: -0.132 -1.398 2.386
C: 0.638 0.776 3.099
H: -0.109 -1.572 3.402
H: -3.581 -2.741 -1.896
H: 1.864 -1.920 1.954
H: -3.268 1.647 -2.760
H: 0.791 -3.172 1.359
H: 4.209 1.019 0.329
H: 1.688 1.696 -2.704
H: -1.117 -1.746 2.370
H: 3.402 1.219 1.504
H: -1.905 2.019 -0.929
H: -1.812 1.630 -2.750
H: -1.266 -0.852 -2.429
H: 0.003 -1.732 -0.461
H: 1.303 0.728 0.764
H: 0.012 -0.310 -2.488
H: -4.048 -1.583 -2.713
H: -0.843 2.870 -0.213
H: 2.674 0.556 -2.193
H: -1.211 0.575 2.096
H: 1.816 -1.159 -0.285
H: -0.300 0.449 0.004
H: 0.336 0.599 4.080

Computed properties:
* highest occupied orbital energy: -13.91 eV
* charge: +1
* gap between HOMO and LUMO: 11.271 eV
* ΔE to the lowest compared entry with this formula, charge and spin: 43.0 kcal/mol


| no. | energy (Eh) |
| --- | --- |
| 1 | -1093.11221 |
| 2 | -587.28838 |
| 3 | -1019.66544 |
| 4 | -3030.23605 |
| 5 | -266.82549 |
| 6 | -784.87583 |